DFT (wB97M-V/def2-TZVPD) results for a 6-piece molecular cluster, C32H35B3F41NO10 overall at a distorted geometry.

```
! RIJCOSX wB97M-V def2-TZVPD def2/J DEFGRID3
* xyz 0 1
C -0.06699 0.09464 0.88754
C -0.55244 0.94788 -0.36235
O -1.52145 1.74091 -0.26054
O 0.11081 0.78776 -1.63107
C -0.76128 0.04222 -2.53916
C -1.50045 -1.20885 -1.84048
C -2.02451 -2.28661 -2.93455
C -1.91278 -3.74930 -2.26345
B -0.47424 -4.45959 -2.48796
O -0.08700 -4.96279 -3.78275
B 1.15528 -5.67400 -3.76147
F 1.52077 -6.41610 -4.93609
O 2.09946 -5.66410 -2.66102
B 1.72886 -4.43841 -1.94481
C 2.63139 -3.09763 -1.88553
N 2.63621 -2.54428 -3.30181
O 0.40517 -4.50374 -1.31974
H 0.93953 0.49488 1.26617
H -0.81451 0.18318 1.75133
H 0.08223 -1.01493 0.67661
H -0.17571 -0.32946 -3.45982
H -1.60144 0.70951 -2.95316
H -2.43172 -0.83039 -1.30256
H -0.76450 -1.75251 -1.15415
H -1.51194 -2.19074 -3.94753
H -3.14581 -2.08327 -3.07650
H -2.06096 -3.59192 -1.12941
H -2.80813 -4.39516 -2.58897
H 2.02958 -2.32855 -1.26836
H 3.67672 -3.23169 -1.45580
H 3.59557 -2.55539 -3.66378
H 2.21569 -1.60998 -3.32866
F 5.11284 -3.18204 2.71797
C 6.26479 -3.61243 3.26252
F 7.26158 -2.97146 2.59819
C 6.44703 -5.12774 3.15420
F 6.54570 -5.51720 1.86088
F 7.64486 -5.43908 3.73095
C 5.37764 -5.99261 3.85669
O 4.31590 -6.51396 3.04271
C 3.20653 -5.67526 2.80101
F 3.26320 -4.60489 3.61552
F 2.11821 -6.37850 3.18687
C 3.06314 -5.29797 1.32133
F 4.16414 -4.67308 0.85181
F 2.02503 -4.44291 1.14261
H 6.30042 -3.28572 4.30571
H 5.89946 -6.88727 4.20795
H 4.99571 -5.52241 4.76634
H 2.89160 -6.18513 0.70776
F -0.27628 -6.03646 -10.55512
C 0.74514 -6.25485 -11.40068
F 0.63947 -7.55013 -11.79756
C 2.11324 -6.00829 -10.76135
F 2.34701 -6.88213 -9.75432
F 3.06205 -6.26766 -11.70956
C 2.37610 -4.57470 -10.25062
O 2.17834 -4.32895 -8.85027
C 0.86586 -4.03865 -8.41670
F 0.08049 -3.80346 -9.48547
F 0.94651 -2.86413 -7.74893
C 0.30174 -5.11357 -7.47930
F 0.28537 -6.33018 -8.06279
F -0.98019 -4.82915 -7.13739
H 0.60558 -5.62651 -12.28507
H 3.44508 -4.39604 -10.39753
H 1.88377 -3.81811 -10.86685
H 0.89508 -5.18488 -6.56748
F -0.04136 5.51073 5.12753
C -0.60030 4.29138 5.20065
F 0.03952 3.64323 6.21230
C -0.47159 3.50157 3.89709
F 0.82690 3.23982 3.60988
F -1.06416 2.28544 4.09228
C -1.14111 4.12826 2.65503
O -0.29294 4.87352 1.76805
C -0.04147 6.22584 2.08724
F -0.87710 6.62214 3.06509
F -0.38881 6.93686 0.99068
C 1.43386 6.49147 2.41240
F 1.86592 5.73591 3.44413
F 1.61948 7.78509 2.77264
H -1.64864 4.40446 5.49144
H -1.48769 3.28967 2.04299
H -2.05146 4.67899 2.90495
H 2.06650 6.27736 1.54861
F -4.99369 2.62354 -1.08683
C -4.24660 3.73122 -1.24177
F -4.54349 4.54002 -0.18898
C -4.52276 4.45368 -2.56108
F -5.79394 4.92040 -2.60763
F -3.71778 5.55609 -2.60280
C -4.23918 3.64746 -3.84725
O -5.35652 3.00648 -4.48222
C -5.74188 1.73705 -3.99908
F -4.79303 1.26214 -3.16983
F -5.74120 0.91507 -5.07380
C -7.14150 1.74331 -3.37130
F -7.23038 2.61843 -2.34878
F -7.44502 0.52193 -2.86639
H -3.19144 3.45464 -1.15718
H -3.90163 4.37673 -4.58915
H -3.39474 2.96359 -3.73009
H -7.89801 2.01085 -4.11180
F -1.75758 5.72107 11.44559
C -0.60314 5.07380 11.68112
F -0.29936 5.30146 12.98583
C 0.54088 5.54674 10.78205
F 0.85076 6.84219 11.02663
F 1.65204 4.82673 11.11758
C 0.33270 5.36039 9.26329
O -0.13106 6.50412 8.52763
C -1.52698 6.72793 8.52629
F -2.15105 5.64487 9.02691
F -1.89670 6.79798 7.22741
C -1.92052 8.03265 9.23036
F -1.49723 8.06054 10.51094
F -3.26886 8.17126 9.26251
H -0.77595 3.99999 11.56528
H 1.32194 5.15768 8.84327
H -0.25145 4.46633 9.03136
H -1.49475 8.89582 8.71472
*
```

Calculated values
frontier orbital gap: 10.1 eV
highest occupied orbital energy: -9.93 eV
SMILES: CC(=O)OCCCCB1OB(F)OB(CN)O1.FC(F)C(F)(F)COC(F)(F)C(F)F.FC(F)C(F)(F)COC(F)(F)C(F)F.FC(F)C(F)(F)COC(F)(F)C(F)F.FC(F)C(F)(F)COC(F)(F)C(F)F.FC(F)C(F)(F)COC(F)(F)C(F)F


DFT (wB97M-V/def2-TZVPD) results for C3H2CsLiO2 as an isolated structure at a distorted geometry.

```
! RIJCOSX wB97M-V def2-TZVPD def2/J DEFGRID3
* xyz 0 1
O -1.87159 0.30762 0.94479
C -2.36902 1.10674 0.01216
O 1.48139 -0.32817 -0.28540
C 0.43726 0.29942 0.23638
C -0.53308 -0.10347 1.07242
Cs 1.34232 0.00224 -4.26075
Li 1.62470 -1.93505 0.47625
H 0.21994 1.28811 -0.19993
H -0.33190 -0.63743 2.00409
*
```

Calculated values
frontier orbital gap (alpha / beta): 2.6 / 6.8 eV
highest occupied orbital energy (alpha / beta): -3.39 / -6.95 eV
ΔE to the lowest compared entry with this formula, charge and spin: 307.9 kJ/mol


DFT (wB97M-V/def2-TZVPD) results for C5H10O as an isolated structure.

```
! RIJCOSX wB97M-V def2-TZVPD def2/J DEFGRID3
* xyz 0 1
C 0.88242 0.98190 -0.97892
C 0.65927 0.40571 0.41900
C -0.44582 1.14759 1.17211
O -1.41904 0.15162 0.79987
C -0.34536 -0.76651 0.52505
C -0.59960 -1.71792 -0.61637
H 1.93901 1.07312 -1.23244
H 0.45586 1.99236 -1.06532
H 0.40192 0.39411 -1.76091
H 1.60401 0.25437 0.95005
H -0.70386 2.14333 0.79495
H -0.31048 1.19079 2.26032
H -0.14337 -1.34497 1.43941
H -1.45671 -2.36494 -0.40249
H 0.28385 -2.35208 -0.75406
H -0.80210 -1.18849 -1.55026
*
```

Calculated values
frontier orbital gap: 10.7 eV
highest occupied orbital energy: -9.58 eV
ΔE to the lowest compared entry with this formula, charge and spin: 121.8 kJ/mol


DFT (wB97M-V/def2-TZVPD) results for a 2-piece molecular cluster, C3H6FN2 overall at a distorted geometry.

```
! RIJCOSX wB97M-V def2-TZVPD def2/J DEFGRID3
* xyz 1 1
C -2.42500 0.09652 0.60127
C -1.73624 -0.50286 -0.30126
C 0.90267 -0.05555 -0.35682
N 1.45996 -0.53166 0.79348
N 1.63448 0.76559 -1.08387
F -1.60536 -1.23574 -1.34483
H -3.51930 -0.05176 0.80409
H -1.89615 0.83935 1.18465
H 0.99246 -1.29425 1.28490
H 2.36664 -0.30163 1.00928
H 1.24581 1.42639 -1.69385
H 2.58003 0.84559 -0.89706
*
```

Calculated values
frontier orbital gap (alpha / beta): 8.3 / 8.3 eV
highest occupied orbital energy (alpha / beta): -14.23 / -14.23 eV
ΔE to the lowest compared entry with this formula, charge and spin: 407.1 kJ/mol


DFT (wB97M-V/def2-TZVPD) results for C22H26ClF6N2O9P3S2W as an isolated structure at a distorted geometry.

```
! RIJCOSX wB97M-V def2-TZVPD def2/J DEFGRID3
* xyz 1 2
W 0.16019 -0.85473 0.37503
Cl 0.51005 -2.27720 6.85201
C 0.01198 -1.54045 5.38841
C -1.26792 -1.79231 4.87520
C -1.66375 -1.23087 3.68037
C -0.77575 -0.44498 2.92878
O -1.08590 0.04923 1.73833
C 0.51884 -0.16280 3.48061
C 1.37665 0.71491 2.75922
N 1.08564 1.11412 1.54616
C 1.67217 2.27541 1.03864
C 2.48578 3.14547 1.74170
C 3.01057 4.29474 1.14234
C 2.76283 4.57253 -0.17328
C 1.93802 3.71688 -0.93115
C 1.70884 3.91149 -2.30510
C 0.93685 3.00486 -2.98199
C 0.32022 1.98406 -2.25319
N 0.44948 1.79286 -0.95445
C 1.32773 2.59445 -0.30673
C 0.89203 -0.72270 4.70994
H -1.93378 -2.44822 5.41590
H -2.63445 -1.43896 3.26267
H 2.24291 1.10905 3.29071
H 2.74199 2.95432 2.77072
H 3.62769 4.95186 1.73494
H 3.19446 5.44243 -0.64407
H 2.16117 4.75256 -2.80787
H 0.77438 3.08807 -4.04592
H -0.33216 1.28812 -2.75839
H 1.87508 -0.53600 5.11175
C 0.90239 -0.79586 -4.93968
P 0.17236 -1.36947 -3.35058
C 0.16168 -3.19167 -3.57315
C -1.60150 -0.79860 -3.59301
C -2.58157 -0.89244 -2.43166
P -2.19023 -0.01680 -0.82349
C -3.72826 -0.54511 0.04202
C -2.72305 1.72353 -1.17123
H 0.26076 -1.08978 -5.76895
H 1.88603 -1.24004 -5.05756
H 1.04209 0.27852 -4.93335
H 0.08801 -3.43039 -4.63246
H -0.66460 -3.62397 -3.01153
H 1.08397 -3.61394 -3.17780
H -1.96829 -1.44450 -4.39696
H -1.55895 0.22059 -3.98605
H -2.69853 -1.94493 -2.15244
H -3.55217 -0.52285 -2.77930
H -4.60095 -0.24295 -0.53806
H -3.77486 -0.08079 1.02473
H -3.73187 -1.62541 0.16648
H -3.78980 1.77752 -1.37779
H -2.18745 2.16002 -2.00585
H -2.50918 2.32647 -0.29144
F 0.66912 -1.99402 1.66459
P 3.42341 -2.26885 0.23011
F 3.12941 -2.99333 1.59657
F 4.80488 -1.71688 0.75457
F 1.84094 -2.66993 -0.25316
F 3.99382 -3.55886 -0.44876
F 2.65575 -0.85828 0.99488
O -1.54487 -2.13203 0.81580
S -1.12630 -3.11955 -0.22956
O -2.23778 -3.54500 -1.02790
O -0.34202 -2.05516 -1.07868
O -0.26327 -4.12394 0.25565
O 2.60208 0.00554 -2.88591
S 2.75874 -0.12387 -1.47649
O 3.34523 0.97369 -0.80466
O 1.37073 -0.39752 -0.91349
O 3.52559 -1.42207 -1.18256
*
```

Calculated values
frontier orbital gap (alpha / beta): 5.4 / 4.9 eV
highest occupied orbital energy (alpha / beta): -11.05 / -11.05 eV
ΔE to the lowest compared entry with this formula, charge and spin: 572.1 kJ/mol
expectation value of S²: 0.751


DFT (wB97M-V/def2-TZVPD) results for a 7-piece molecular cluster, C28H73BNO25P6 overall at a distorted geometry.

```
! RIJCOSX wB97M-V def2-TZVPD def2/J DEFGRID3
* xyz -1 1
O 1.96966 1.00932 3.58598
C 2.52778 -0.17800 2.95534
C 3.36964 0.10743 1.74010
B 4.87249 -0.56067 1.78654
C 5.69524 -0.15223 3.18757
C 7.11198 0.34798 2.84536
C 7.23336 1.88219 2.91682
C 7.34554 2.42467 1.49103
N 6.75900 3.74354 1.28351
C 6.85951 4.86526 2.03640
C 6.15336 5.84474 1.38405
C 5.61074 5.30464 0.21479
C 6.01277 3.98929 0.18581
H 2.34920 1.12050 4.45319
H 3.08015 -0.70585 3.72337
H 1.68355 -0.80039 2.68173
H 3.48537 1.18095 1.61434
H 2.84886 -0.23676 0.84800
H 5.49791 -0.22116 0.76854
H 4.78512 -1.80291 1.75735
H 5.80815 -1.01768 3.82627
H 5.19359 0.64265 3.73438
H 7.42731 0.00876 1.87023
H 7.83967 -0.06545 3.53966
H 6.42156 2.32384 3.47047
H 8.17249 2.09545 3.41288
H 8.38564 2.39134 1.19531
H 6.80841 1.74633 0.85164
H 7.39955 4.90217 2.95295
H 6.03256 6.85777 1.70526
H 5.01943 5.79955 -0.52008
H 5.79628 3.25573 -0.55499
C 3.18804 2.46785 -3.55186
O 2.20523 1.88554 -2.67525
P 0.67539 1.65293 -3.23322
O 0.31448 3.08407 -3.49270
O 0.25014 1.07964 -1.79426
C 0.48011 1.87008 -0.60728
O -0.59132 0.88056 -3.92005
C -1.86032 1.50893 -3.78042
H 4.16954 2.15986 -3.20092
H 3.06020 2.13955 -4.58050
H 3.11144 3.55223 -3.50427
H 0.42389 2.94079 -0.80687
H 1.45741 1.60673 -0.20679
H -0.28140 1.60887 0.12465
H -1.97584 2.29651 -4.52084
H -1.99013 1.91380 -2.77809
H -2.60595 0.73485 -3.95786
C 0.95003 -1.96883 -2.40514
O 0.48137 -2.51102 -3.67392
P -0.66113 -3.65325 -3.70308
O -0.09294 -4.82038 -2.98681
O -0.55239 -3.74933 -5.31381
C 0.67047 -4.18781 -5.89925
O -2.24663 -3.85422 -3.77376
C -2.74530 -5.17755 -3.95312
H 1.36239 -0.98556 -2.59490
H 0.14835 -1.87543 -1.67942
H 1.73317 -2.61233 -2.00989
H 1.18844 -4.89094 -5.24635
H 1.31642 -3.33594 -6.11232
H 0.42224 -4.68362 -6.83566
H -2.76542 -5.70270 -3.00426
H -2.15074 -5.73883 -4.67102
H -3.76465 -5.09276 -4.32517
C -7.64793 -3.23967 2.06747
O -7.57475 -3.61524 0.67404
P -6.12087 -3.55473 -0.04501
O -5.69242 -2.14101 0.01013
O -6.72251 -4.01395 -1.46850
C -7.62764 -3.14703 -2.14866
O -4.84748 -4.49625 -0.16456
C -3.76022 -4.00137 -0.96173
H -8.52442 -3.71910 2.49558
H -6.76667 -3.55564 2.62023
H -7.75441 -2.15939 2.14247
H -7.41053 -2.10180 -1.92763
H -8.65621 -3.37887 -1.87125
H -7.50316 -3.32128 -3.21536
H -3.15135 -3.31459 -0.37901
H -4.12368 -3.51243 -1.86159
H -3.14953 -4.85418 -1.23612
C -4.22759 5.19973 3.67067
O -3.07965 4.37026 3.36890
P -3.38945 2.80275 3.04931
O -4.00695 2.28620 4.29558
O -1.84932 2.41307 2.84613
C -0.94295 2.55771 3.94467
O -3.86762 1.89678 1.82795
C -3.99583 0.49874 2.10387
H -3.97318 6.23358 3.46042
H -5.08793 4.91731 3.06814
H -4.46990 5.09223 4.72662
H -1.45392 2.43927 4.90105
H -0.48178 3.54371 3.89330
H -0.16058 1.80236 3.86732
H -4.94459 0.29897 2.59166
H -3.17204 0.14611 2.72226
H -3.97497 -0.00566 1.14453
C -1.34702 6.13834 -1.61283
O -1.09088 6.93259 -0.43049
P -2.35343 7.58397 0.34318
O -2.92988 8.51825 -0.66554
O -1.38550 8.30012 1.41782
C -0.42155 9.24751 0.96105
O -3.50901 7.42920 1.46957
C -4.28183 8.59511 1.73425
H -0.51416 5.45861 -1.74556
H -2.26121 5.55800 -1.52005
H -1.42001 6.79829 -2.47465
H -0.77739 9.76920 0.07205
H 0.52530 8.75300 0.74724
H -0.26981 9.96556 1.76442
H -5.06232 8.70810 0.98645
H -3.65618 9.48454 1.75842
H -4.73824 8.44545 2.71253
C 1.63682 -6.08733 -0.24034
O 1.88822 -7.49559 0.01774
P 0.98763 -8.57184 -0.77225
O -0.41648 -8.36025 -0.35340
O 1.71357 -9.82314 -0.05499
C 1.54158 -10.00211 1.34926
O 0.99805 -9.27862 -2.21151
C -0.03098 -10.23709 -2.43757
H 2.53921 -5.53286 0.00259
H 1.37547 -5.91360 -1.28142
H 0.82508 -5.74660 0.39779
H 0.56874 -9.63340 1.67501
H 2.33299 -9.49036 1.89633
H 1.60754 -11.06975 1.55078
H -0.95581 -9.73758 -2.71548
H -0.19186 -10.85714 -1.55812
H 0.30494 -10.86052 -3.26451
*
```

Calculated values
frontier orbital gap: 5.5 eV
highest occupied orbital energy: -5.01 eV


Going through the records in order, we get electronic energy values of -6216.84004, -293.41679, -271.70621, -326.86610, -4587.44094, -5119.56859 hartree.